1.
Here is 2 unconnected molecules or ions with the total composition C11H15IN4O4S at a distorted geometry from the Open Molecules 2025 dataset. Energies are from ωB97M-V with the def2-TZVPD basis set.

Structure (XYZ):
```
36
Properties=species:S:1:pos:R:3:forces:R:3:nbo_charge:R:1
C 3.33341 -3.62431 -0.26861 0.6 1.1 0.5 -0.83
S 1.73777 -3.88666 -1.28295 3.0 -0.7 -8.4 2.01
O 1.86843 -5.25968 -2.04981 -0.9 4.4 4.0 -0.87
O 1.73471 -2.74707 -2.34145 -0.7 -3.6 4.6 -0.82
N 0.30874 -3.95977 -0.28263 1.1 1.8 3.0 -0.69
C -0.90786 -3.34715 -0.94005 -3.0 -0.2 -0.9 -0.26
C -1.40832 -1.92517 -0.29870 -0.2 0.7 -0.7 -0.51
C -0.23799 -1.01568 0.39610 -0.2 1.8 -1.6 -0.04
I -1.21592 -0.02474 2.14129 0.4 -0.4 -0.6 0.13
C 0.30607 0.23386 -0.54512 3.3 6.1 -4.5 0.65
O -0.29874 1.45180 -0.46326 1.8 -6.8 0.6 -0.73
O 1.45995 0.15943 -1.46459 -6.1 -1.4 5.7 -0.71
N 0.92332 -1.78826 0.97942 -3.3 -5.5 0.8 -0.55
C 0.51427 -3.26432 1.04797 0.9 3.3 -0.5 0.77
N 0.32479 -3.80939 2.29387 0.1 0.0 -0.6 -0.82
H 3.59958 -2.46853 -0.32785 -1.0 -2.4 0.1 0.30
H 4.18681 -4.17976 -0.85518 -2.1 0.7 1.2 0.30
H 3.22314 -3.94728 0.85058 0.3 0.4 -2.2 0.23
H -0.81042 -3.27982 -2.12833 0.5 -0.1 2.8 0.30
H -1.79993 -4.12077 -0.76407 2.0 1.6 -0.3 0.23
H -2.29900 -2.03470 0.48391 2.1 -0.2 -1.7 0.25
H -1.84883 -1.28173 -1.20218 1.1 -1.3 2.1 0.30
H 1.18449 -1.47529 1.94045 -0.3 -0.1 -1.0 0.42
H -0.36666 -3.34759 2.95849 1.8 -0.1 -1.1 0.46
H 0.77722 -4.68509 2.66174 -1.2 0.8 -1.2 0.45
N -2.67305 5.97166 0.77529 0.8 0.0 -0.5 -0.43
C -2.03161 7.02149 0.21693 -0.5 -0.7 0.4 0.02
C -0.85156 6.91041 -0.50090 0.1 -0.2 0.0 -0.27
C -0.29063 5.64688 -0.65374 -0.1 0.0 0.0 -0.17
C -0.92676 4.54638 -0.08863 0.2 0.1 -0.1 -0.26
C -2.10545 4.75738 0.60856 -0.4 0.9 0.1 0.03
H -2.50688 7.98656 0.36668 0.1 0.0 0.0 0.19
H -0.38105 7.78778 -0.92996 -0.1 0.0 0.0 0.21
H 0.63438 5.52062 -1.20877 -0.1 0.0 0.1 0.22
H -0.51493 3.54862 -0.18935 -0.1 0.0 0.0 0.27
H -2.64147 3.92988 1.06488 0.1 0.0 -0.1 0.19
```
Forces are in eV/Å.

The energy above the lowest of the compared OMol25 structures with the same formula, charge and spin is 143.73 kcal per mole. The HOMO energy is -0.28763 Ha. Its total charge is 0. Its strongest force on any atom is 8.99 eV Å⁻¹. The value obtained for the LUMO energy is -0.1256 Ha. The calculation puts the energy at -1643.6667 Ha.

***

2.
Here is 2 unconnected molecules or ions with the total composition C11H15N at a distorted geometry from the Open Molecules 2025 dataset. Energies are from ωB97M-V with the def2-TZVPD basis set.

Structure (XYZ):
```
27
Properties=species:S:1:pos:R:3:forces:R:3:nbo_charge:R:1
C 3.56455 -2.34525 -0.03000 0.1 -0.1 -0.7 -0.63
C 2.13363 -2.43972 0.40839 1.0 -0.3 -0.1 -0.09
C 1.61402 -3.43672 1.16006 -1.4 0.2 0.8 -0.02
N 0.28313 -3.13157 1.50103 0.3 0.8 -0.9 -0.54
C -0.00994 -1.87209 0.97726 0.9 -0.3 1.0 0.15
C -1.11801 -1.07393 1.21069 0.2 0.3 -0.5 -0.24
C -1.04197 0.22699 0.72661 -1.3 -0.8 -0.4 -0.23
C -0.01006 0.63462 -0.10151 1.3 -0.4 0.0 -0.23
C 1.04308 -0.22801 -0.43880 0.0 1.1 1.2 -0.19
C 1.15323 -1.40269 0.29974 -1.3 -0.9 -0.8 -0.09
H 4.14375 -1.83064 0.73422 0.2 0.0 -0.1 0.22
H 3.69134 -1.81314 -0.97914 -0.2 0.3 0.2 0.21
H 4.02996 -3.30524 -0.26866 -0.2 -0.1 0.5 0.22
H 2.02310 -4.33947 1.58063 0.3 0.0 -0.3 0.21
H -0.21564 -3.45950 2.30564 0.1 -0.4 0.0 0.41
H -2.01411 -1.44535 1.68628 0.0 0.0 0.2 0.21
H -1.95073 0.82013 0.78432 0.3 0.3 0.4 0.21
H 0.06732 1.67567 -0.35592 -0.1 -0.1 -0.6 0.21
H 1.82900 0.13045 -1.09191 0.1 -0.1 0.1 0.21
C -1.79750 3.51172 -0.78595 -1.0 -0.9 1.1 -0.62
C -2.92807 3.69649 -1.79113 -0.7 -0.2 -0.2 -0.62
H -1.36446 2.51772 -0.81851 0.1 0.2 -0.7 0.21
H -1.02099 4.27078 -0.79018 0.0 0.0 -0.1 0.21
H -2.26754 3.44290 0.20798 0.3 0.7 0.0 0.20
H -2.98207 4.73094 -2.11792 0.0 0.0 -0.4 0.21
H -3.92834 3.47845 -1.39190 0.3 0.2 0.5 0.20
H -2.92665 2.98643 -2.62130 0.6 0.4 -0.3 0.21
```
Forces are in eV/Å.

The energy above the lowest of the compared OMol25 structures with the same formula, charge and spin is 21.62 kcal per mole. The HOMO energy is -0.29001 Ha. Its total charge is 0. Its strongest force on any atom is 1.83 eV Å⁻¹. The value obtained for the LUMO energy is 0.0359 Ha. The calculation puts the energy at -482.8807 Ha. The SMILES is Cc1c[nH]c2ccccc12.CC.

***

3.
Here is 2 unconnected molecules or ions with the total composition C11H15N at a distorted geometry from the Open Molecules 2025 dataset. Energies are from ωB97M-V with the def2-TZVPD basis set.

Structure (XYZ):
```
27
Properties=species:S:1:pos:R:3:forces:R:3:nbo_charge:R:1
C 0.87882 2.74016 1.15282 -0.8 1.1 -0.7 -0.63
C -0.10504 2.01435 0.30363 1.0 -0.6 -0.8 -0.06
C -1.40472 2.30232 0.07772 -0.3 -1.2 0.5 -0.05
N -1.97713 1.28696 -0.73489 0.2 2.0 0.5 -0.54
C -0.94440 0.56230 -1.25027 0.0 -1.0 -0.8 0.17
C -0.95569 -0.39410 -2.28730 0.8 -0.4 1.1 -0.27
C 0.24747 -1.04793 -2.45121 1.1 -1.1 -2.2 -0.20
C 1.50520 -0.66205 -1.96019 -1.8 0.5 1.0 -0.25
C 1.45354 0.37909 -1.05440 1.8 -0.9 1.3 -0.19
C 0.26430 0.89731 -0.57767 -1.8 1.3 -0.8 -0.11
H 0.34642 3.64925 1.49838 0.6 -0.5 0.4 0.22
H 1.70536 3.08127 0.51813 0.0 -0.1 0.2 0.22
H 1.26784 2.12123 1.94810 0.0 0.0 0.4 0.22
H -2.00823 3.07271 0.54377 0.0 -0.2 -0.1 0.21
H -2.85611 1.47654 -1.18253 0.0 -0.4 -0.3 0.40
H -1.77569 -0.77297 -2.89144 -0.3 0.5 0.5 0.22
H 0.29841 -1.86537 -3.18227 -0.4 0.2 0.2 0.20
H 2.41092 -1.22889 -2.12754 -0.1 0.2 -0.3 0.22
H 2.39621 0.56537 -0.54064 -0.2 0.6 0.0 0.21
C 0.00378 -2.99833 2.06314 -0.2 1.3 0.9 -0.62
C -0.20638 -1.53588 1.56796 1.2 -1.0 -1.6 -0.62
H 0.74347 -2.93950 2.89383 -0.8 -0.8 -0.3 0.21
H -0.97331 -3.43952 2.26525 0.1 0.1 1.1 0.20
H 0.33565 -3.68961 1.31158 0.8 0.2 -0.7 0.20
H -0.00152 -0.68293 2.22612 -0.4 -0.6 0.4 0.21
H 0.54223 -1.41353 0.75335 -0.7 0.2 0.3 0.21
H -1.19142 -1.47823 1.11657 -0.1 0.5 0.0 0.20
```
Forces are in eV/Å.

The energy above the lowest of the compared OMol25 structures with the same formula, charge and spin is 24.71 kcal per mole. The HOMO energy is -0.29442 Ha. Its total charge is 0. Its strongest force on any atom is 2.70 eV Å⁻¹. The value obtained for the LUMO energy is 0.0338 Ha. The calculation puts the energy at -482.8758 Ha. The SMILES is Cc1c[nH]c2ccccc12.CC.

***

4.
Here is 2 unconnected molecules or ions with the total composition C11H15N at a distorted geometry from the Open Molecules 2025 dataset. Energies are from ωB97M-V with the def2-TZVPD basis set.

Structure (XYZ):
```
27
Properties=species:S:1:pos:R:3:forces:R:3:nbo_charge:R:1
C -0.53496 1.52443 2.45966 1.0 -0.2 0.3 -0.63
C 0.28931 0.76249 1.45790 -1.0 0.8 0.4 -0.08
C 0.88031 -0.44766 1.55253 1.2 -0.2 -0.2 -0.04
N 1.52561 -0.73602 0.36345 0.2 0.1 -0.5 -0.56
C 1.30929 0.29398 -0.52060 -0.8 -0.1 -0.4 0.20
C 1.55733 0.35553 -1.88605 0.5 0.3 -0.3 -0.25
C 1.10750 1.45779 -2.60576 0.5 -0.7 0.8 -0.22
C 0.34506 2.42731 -1.95586 -0.1 0.9 0.4 -0.24
C 0.04768 2.35533 -0.60386 0.3 -0.1 -0.2 -0.19
C 0.51160 1.25910 0.12268 0.3 -0.7 0.1 -0.11
H -1.45134 1.91229 2.01319 0.0 -0.1 0.2 0.22
H 0.07786 2.35004 2.84737 -0.3 0.2 -0.3 0.22
H -0.72713 0.92616 3.34559 -0.4 -0.2 0.0 0.22
H 1.05730 -1.15979 2.34088 -0.4 0.2 0.4 0.21
H 2.29808 -1.36808 0.25146 -0.2 -0.2 0.2 0.41
H 2.13444 -0.41919 -2.37580 0.0 0.0 0.0 0.21
H 1.47201 1.55658 -3.61265 -0.4 0.2 -0.4 0.21
H 0.03151 3.33501 -2.45549 0.0 -0.1 -0.3 0.21
H -0.45870 3.17380 -0.11280 -0.3 0.0 0.0 0.21
C -1.80294 -1.79023 -0.09615 0.2 0.5 -1.4 -0.62
C -1.08549 -3.12413 -0.01936 -0.1 -0.1 0.2 -0.60
H -2.79160 -1.83658 -0.55970 -0.3 -0.4 0.7 0.20
H -1.78109 -1.27836 0.85223 -0.4 0.2 0.2 0.21
H -1.34419 -1.13551 -0.85242 0.6 0.0 0.5 0.21
H -0.78262 -3.45662 -1.00680 -0.1 -0.3 -0.1 0.20
H -0.18650 -3.05538 0.58765 0.2 0.2 0.0 0.20
H -1.69833 -3.88229 0.46871 -0.1 -0.1 -0.2 0.20
```
Forces are in eV/Å.

The energy above the lowest of the compared OMol25 structures with the same formula, charge and spin is 8.89 kcal per mole. The HOMO energy is -0.28879 Ha. Its total charge is 0. Its strongest force on any atom is 1.46 eV Å⁻¹. The value obtained for the LUMO energy is 0.0340 Ha. The calculation puts the energy at -482.9010 Ha. The SMILES is Cc1c[nH]c2ccccc12.CC.